(1)
{"formula": "C21H21N3O4", "method": "ωB97M-V/def2-TZVPD", "smiles": "CC(=O)c1cccc(OCc2cc(C(=O)N[C@@H](C)Cc3cccnc3)no2)c1", "e_homo_ev": -8.911, "relative_energy_kj_mol": 330.38, "total_charge": 0, "gap_ev": 9.31, "spin_multiplicity": 1, "elements": ["C", "C", "O", "C", "C", "C", "C", "C", "O", "C", "C", "C", "C", "C", "O", "N", "C", "C", "C", "C", "C", "C", "C", "N", "C", "N", "O", "C", "H", "H", "H", "H", "H", "H", "H", "H", "H", "H", "H", "H", "H", "H", "H", "H", "H", "H", "H", "H", "H"], "positions_angstrom": [[5.34, 0.85, -0.15], [4.72, -0.52, -0.21], [5.13, -1.44, 0.46], [3.56, -0.69, -1.12], [3.27, 0.20, -2.16], [2.16, -0.03, -2.96], [1.33, -1.11, -2.74], [1.61, -2.00, -1.71], [0.88, -3.12, -1.42], [-0.46, -3.22, -1.85], [-1.33, -2.26, -1.11], [-1.60, -0.93, -1.27], [-2.40, -0.62, -0.15], [-2.88, 0.73, 0.24], [-2.80, 1.69, -0.50], [-3.39, 0.77, 1.50], [-3.50, 2.02, 2.22], [-4.70, 1.97, 3.16], [-2.18, 2.29, 2.99], [-1.03, 2.18, 2.04], [-0.65, 3.25, 1.24], [0.34, 3.06, 0.28], [0.89, 1.80, 0.15], [0.55, 0.78, 0.92], [-0.38, 0.97, 1.83], [-2.58, -1.68, 0.60], [-1.93, -2.70, 0.01], [2.73, -1.79, -0.91], [5.85, 1.06, -1.09], [4.57, 1.60, 0.01], [6.07, 0.88, 0.66], [3.90, 1.05, -2.35], [1.94, 0.65, -3.77], [0.48, -1.26, -3.39], [-0.55, -3.08, -2.93], [-0.76, -4.25, -1.60], [-1.29, -0.25, -2.03], [-3.36, -0.08, 2.03], [-3.64, 2.80, 1.47], [-4.57, 1.18, 3.90], [-4.80, 2.92, 3.69], [-5.61, 1.78, 2.60], [-2.08, 1.55, 3.79], [-2.23, 3.28, 3.43], [-1.12, 4.21, 1.35], [0.65, 3.87, -0.36], [1.64, 1.59, -0.60], [-0.61, 0.10, 2.44], [2.95, -2.48, -0.12]]}


(2)
{"formula": "C21H21N3O5", "method": "ωB97M-V/def2-TZVPD", "smiles": "CCCn1nc(C(=O)OCC(=O)Nc2cccc(OC)c2)c2ccccc2c1=O", "e_homo_ev": -8.292, "relative_energy_kj_mol": 134.59, "total_charge": 0, "gap_ev": 7.97, "spin_multiplicity": 1, "elements": ["C", "C", "C", "N", "N", "C", "C", "O", "O", "C", "C", "O", "N", "C", "C", "C", "C", "C", "O", "C", "C", "C", "C", "C", "C", "C", "C", "C", "O", "H", "H", "H", "H", "H", "H", "H", "H", "H", "H", "H", "H", "H", "H", "H", "H", "H", "H", "H", "H", "H"], "positions_angstrom": [[-0.90, 4.76, -1.06], [-1.41, 3.51, -0.36], [-2.05, 2.55, -1.36], [-2.44, 1.30, -0.73], [-1.63, 0.29, -0.93], [-1.86, -0.88, -0.41], [-0.85, -1.91, -0.72], [-0.61, -2.89, -0.06], [-0.19, -1.60, -1.85], [0.98, -2.35, -2.14], [2.23, -1.77, -1.44], [3.25, -2.42, -1.37], [2.03, -0.52, -0.98], [2.86, 0.28, -0.20], [2.43, 1.57, 0.10], [3.21, 2.38, 0.90], [4.41, 1.93, 1.40], [4.85, 0.64, 1.10], [6.05, 0.28, 1.64], [6.53, -1.02, 1.38], [4.08, -0.18, 0.29], [-3.01, -1.13, 0.43], [-3.30, -2.36, 1.03], [-4.42, -2.48, 1.83], [-5.27, -1.40, 2.04], [-5.00, -0.19, 1.46], [-3.87, -0.04, 0.65], [-3.60, 1.26, 0.04], [-4.29, 2.26, 0.16], [-0.15, 4.50, -1.81], [-1.71, 5.28, -1.56], [-0.45, 5.44, -0.34], [-0.58, 3.00, 0.15], [-2.15, 3.78, 0.39], [-2.95, 3.01, -1.78], [-1.35, 2.30, -2.16], [0.86, -3.39, -1.81], [1.12, -2.32, -3.22], [1.12, -0.11, -1.19], [1.48, 1.92, -0.28], [2.87, 3.38, 1.14], [5.03, 2.56, 2.03], [5.85, -1.78, 1.77], [6.70, -1.18, 0.31], [7.48, -1.08, 1.91], [4.39, -1.18, 0.04], [-2.64, -3.19, 0.88], [-4.64, -3.44, 2.29], [-6.14, -1.52, 2.67], [-5.64, 0.67, 1.60]]}


(3)
{"formula": "C21H21NO4", "method": "ωB97M-V/def2-TZVPD", "smiles": "CCOc1ccc(OCc2ccc(C(=O)N(C)c3ccccc3)o2)cc1", "e_homo_ev": -7.991, "relative_energy_kj_mol": 209.60, "total_charge": 0, "gap_ev": 8.76, "spin_multiplicity": 1, "elements": ["C", "C", "O", "C", "C", "C", "C", "O", "C", "C", "C", "C", "C", "C", "O", "N", "C", "C", "C", "C", "C", "C", "C", "O", "C", "C", "H", "H", "H", "H", "H", "H", "H", "H", "H", "H", "H", "H", "H", "H", "H", "H", "H", "H", "H", "H", "H"], "positions_angstrom": [[-8.03, -0.75, -1.72], [-8.08, -0.19, -0.30], [-7.16, 0.86, -0.09], [-5.83, 0.59, 0.05], [-4.99, 1.70, 0.12], [-3.64, 1.55, 0.28], [-3.07, 0.28, 0.38], [-1.71, 0.24, 0.53], [-1.08, -1.01, 0.67], [0.38, -0.79, 0.85], [1.07, 0.04, 1.70], [2.43, -0.15, 1.40], [2.48, -1.08, 0.39], [3.61, -1.79, -0.23], [3.56, -2.98, -0.49], [4.75, -1.06, -0.42], [5.97, -1.76, -0.77], [4.79, 0.35, -0.40], [5.83, 1.01, 0.24], [5.88, 2.40, 0.23], [4.89, 3.13, -0.41], [3.87, 2.47, -1.06], [3.82, 1.09, -1.07], [1.23, -1.47, 0.07], [-3.90, -0.83, 0.31], [-5.27, -0.68, 0.15], [-8.22, 0.04, -2.43], [-8.79, -1.52, -1.83], [-7.05, -1.18, -1.93], [-7.93, -0.99, 0.44], [-9.06, 0.26, -0.11], [-5.44, 2.68, 0.04], [-2.98, 2.41, 0.33], [-1.50, -1.54, 1.55], [-1.23, -1.63, -0.22], [0.65, 0.70, 2.43], [3.26, 0.33, 1.88], [5.68, -2.75, -1.14], [6.50, -1.22, -1.55], [6.62, -1.89, 0.09], [6.59, 0.45, 0.75], [6.68, 2.90, 0.74], [4.93, 4.21, -0.41], [3.10, 3.03, -1.58], [3.03, 0.57, -1.60], [-3.50, -1.83, 0.38], [-5.87, -1.57, 0.10]]}


(4)
{"formula": "C21H21NO4S", "method": "ωB97M-V/def2-TZVPD", "smiles": "O=S(=O)(c1ccccc1)N(C[C@@H](O)COc1ccccc1)c1ccccc1", "e_homo_ev": -8.438, "relative_energy_kj_mol": 98.15, "total_charge": 0, "gap_ev": 8.83, "spin_multiplicity": 1, "elements": ["O", "S", "O", "C", "C", "C", "C", "C", "C", "N", "C", "C", "O", "C", "O", "C", "C", "C", "C", "C", "C", "C", "C", "C", "C", "C", "C", "H", "H", "H", "H", "H", "H", "H", "H", "H", "H", "H", "H", "H", "H", "H", "H", "H", "H", "H", "H", "H"], "positions_angstrom": [[-1.11, -1.12, -1.86], [-0.25, -0.06, -1.38], [-0.88, 1.18, -1.06], [1.06, 0.23, -2.55], [2.10, 1.06, -2.18], [3.13, 1.31, -3.08], [3.09, 0.73, -4.34], [2.04, -0.09, -4.71], [1.01, -0.34, -3.81], [0.60, -0.53, -0.02], [-0.06, -0.29, 1.25], [-1.51, -0.82, 1.23], [-1.58, -2.14, 0.74], [-2.08, -0.83, 2.65], [-1.95, 0.41, 3.30], [-2.74, 1.46, 2.92], [-3.82, 1.39, 2.05], [-4.54, 2.53, 1.76], [-4.21, 3.75, 2.32], [-3.14, 3.82, 3.20], [-2.41, 2.69, 3.50], [1.63, -1.46, -0.14], [2.70, -1.43, 0.76], [3.76, -2.31, 0.60], [3.78, -3.20, -0.45], [2.72, -3.23, -1.34], [1.65, -2.37, -1.19], [2.10, 1.50, -1.20], [3.95, 1.95, -2.80], [3.89, 0.93, -5.04], [2.01, -0.53, -5.69], [0.18, -0.98, -4.06], [0.50, -0.79, 2.04], [-0.09, 0.79, 1.45], [-2.10, -0.15, 0.59], [-1.50, -2.11, -0.22], [-1.51, -1.54, 3.26], [-3.12, -1.18, 2.63], [-4.11, 0.46, 1.59], [-5.38, 2.47, 1.08], [-4.78, 4.63, 2.09], [-2.87, 4.76, 3.65], [-1.57, 2.72, 4.17], [2.70, -0.73, 1.57], [4.58, -2.28, 1.31], [4.61, -3.88, -0.57], [2.72, -3.93, -2.16], [0.81, -2.42, -1.86]]}


(5)
{"formula": "C21H21O", "method": "ωB97M-V/def2-TZVPD", "e_homo_ev": -11.220, "relative_energy_kj_mol": 0.00, "total_charge": 1, "gap_ev": 5.27, "spin_multiplicity": 1, "elements": ["C", "C", "C", "C", "C", "C", "O", "C", "C", "H", "H", "H", "H", "H", "H", "H", "H", "H", "H", "C", "C", "C", "C", "C", "C", "C", "C", "C", "C", "C", "C", "C", "H", "H", "H", "H", "H", "H", "H", "H", "H", "H", "H"], "positions_angstrom": [[-0.35, -3.10, -2.00], [0.54, -1.90, -1.98], [-0.01, -0.62, -2.00], [0.81, 0.49, -2.00], [2.18, 0.35, -2.00], [2.75, -0.93, -1.99], [4.16, -1.11, -2.00], [4.76, -0.79, -3.24], [1.91, -2.04, -1.98], [0.22, -4.03, -2.00], [-0.99, -3.12, -1.12], [-0.98, -3.10, -2.88], [-1.08, -0.51, -2.01], [0.37, 1.47, -2.00], [2.82, 1.21, -1.98], [5.83, -0.95, -3.14], [4.36, -1.44, -4.02], [4.56, 0.25, -3.50], [2.37, -3.02, -1.97], [-1.78, 0.21, 1.26], [-2.29, 1.49, 0.92], [-3.18, 1.57, -0.18], [-3.72, 2.77, -0.58], [-3.40, 3.94, 0.09], [-2.53, 3.89, 1.17], [-1.98, 2.70, 1.57], [-0.88, -0.22, 2.27], [-0.52, -1.58, 2.29], [0.37, -2.08, 3.22], [0.94, -1.24, 4.15], [0.61, 0.11, 4.16], [-0.29, 0.61, 3.25], [-2.14, -0.59, 0.63], [-3.44, 0.66, -0.70], [-4.39, 2.80, -1.42], [-3.82, 4.88, -0.22], [-2.27, 4.79, 1.69], [-1.30, 2.73, 2.39], [-0.97, -2.25, 1.57], [0.61, -3.13, 3.21], [1.64, -1.62, 4.88], [1.05, 0.77, 4.88], [-0.53, 1.65, 3.32]]}


(6)
{"formula": "C21H22BCl5N6Ru", "method": "ωB97M-V/def2-TZVPD", "e_homo_ev": [-14.119, -14.284], "s_squared": 6.05, "total_charge": 2, "gap_ev": [8.25, 3.36], "spin_multiplicity": 5, "elements": ["Ru", "C", "C", "C", "C", "C", "N", "N", "B", "N", "N", "C", "C", "C", "C", "C", "N", "N", "C", "C", "C", "C", "C", "H", "H", "H", "H", "H", "H", "H", "H", "H", "H", "H", "H", "H", "H", "H", "H", "H", "H", "H", "H", "H", "H", "Cl", "C", "C", "C", "Cl", "C", "Cl", "C", "Cl", "C", "Cl"], "positions_angstrom": [[12.71, 7.24, 7.15], [11.12, 9.95, 5.60], [12.25, 10.20, 6.53], [12.78, 11.39, 6.96], [13.80, 11.05, 7.84], [14.77, 11.92, 8.53], [13.84, 9.71, 7.97], [12.89, 9.20, 7.15], [14.73, 8.83, 8.88], [15.54, 7.90, 7.97], [14.83, 7.14, 7.12], [15.70, 6.36, 6.45], [15.20, 5.35, 5.50], [16.97, 6.64, 6.84], [16.84, 7.62, 7.82], [17.95, 8.30, 8.53], [13.77, 7.96, 9.74], [12.87, 7.10, 9.20], [12.23, 6.44, 10.18], [11.20, 5.41, 9.81], [12.69, 6.91, 11.38], [13.63, 7.88, 11.06], [14.40, 8.69, 12.01], [11.02, 10.69, 4.80], [10.17, 9.96, 6.12], [11.18, 8.99, 5.11], [12.49, 12.37, 6.63], [14.50, 12.96, 8.47], [15.75, 11.87, 8.11], [14.87, 11.66, 9.58], [15.48, 9.50, 9.50], [15.29, 4.36, 5.95], [15.75, 5.36, 4.56], [14.14, 5.51, 5.27], [17.90, 6.30, 6.36], [18.88, 7.85, 8.23], [17.86, 8.29, 9.62], [18.00, 9.36, 8.29], [11.39, 5.10, 8.78], [10.17, 5.78, 9.96], [11.28, 4.56, 10.48], [12.39, 6.62, 12.38], [14.41, 8.22, 12.98], [13.97, 9.68, 12.12], [15.41, 8.79, 11.70], [10.38, 9.04, 9.18], [9.79, 7.96, 8.01], [10.71, 7.29, 7.19], [10.24, 6.38, 6.24], [11.49, 5.52, 5.42], [8.88, 6.24, 5.97], [8.41, 5.07, 4.82], [7.99, 6.95, 6.77], [6.34, 6.74, 6.57], [8.43, 7.75, 7.83], [7.27, 8.59, 8.77]]}


(7)
{"formula": "C21H22Cl2GaN3O4", "method": "ωB97M-V/def2-TZVPD", "e_homo_ev": -14.076, "relative_energy_kj_mol": 26.26, "total_charge": 2, "gap_ev": 7.18, "spin_multiplicity": 1, "elements": ["Ga", "O", "C", "N", "C", "C", "O", "N", "C", "C", "C", "C", "C", "C", "C", "C", "C", "C", "C", "C", "H", "H", "H", "H", "H", "H", "H", "H", "H", "H", "H", "C", "N", "C", "C", "C", "O", "H", "H", "H", "H", "H", "H", "H", "H", "H", "O", "C", "Cl", "C", "Cl", "H", "H"], "positions_angstrom": [[-0.93, -0.27, 0.03], [-0.66, -3.99, 1.20], [-1.04, -3.57, 0.14], [-1.51, -4.21, -0.97], [-1.99, -3.33, -2.05], [-1.51, -2.02, -1.46], [-1.51, -0.81, -1.87], [-1.08, -2.17, -0.21], [-3.53, -3.16, -2.05], [-4.32, -3.61, -1.00], [-5.69, -3.41, -1.02], [-6.28, -2.74, -2.08], [-5.49, -2.27, -3.13], [-4.12, -2.48, -3.12], [-1.41, -3.70, -3.40], [-0.27, -3.09, -3.90], [0.27, -3.50, -5.11], [-0.33, -4.53, -5.82], [-1.47, -5.14, -5.32], [-2.02, -4.73, -4.12], [-1.58, -5.21, -1.01], [-3.87, -4.15, -0.17], [-6.30, -3.79, -0.21], [-7.36, -2.60, -2.11], [-5.95, -1.76, -3.97], [-3.51, -2.14, -3.95], [0.21, -2.29, -3.35], [1.17, -3.02, -5.49], [0.09, -4.85, -6.77], [-1.94, -5.95, -5.88], [-2.92, -5.20, -3.74], [-0.02, -1.04, 5.13], [0.00, -0.24, 3.89], [0.92, 0.92, 3.88], [-0.76, -0.56, 2.88], [-1.70, -1.72, 2.95], [-0.69, 0.16, 1.80], [0.85, -0.77, 5.72], [0.03, -2.10, 4.91], [-0.92, -0.83, 5.72], [0.75, 1.50, 4.78], [0.74, 1.54, 3.01], [1.95, 0.56, 3.88], [-2.16, -1.80, 3.93], [-1.15, -2.64, 2.74], [-2.48, -1.61, 2.20], [2.21, -1.14, -0.92], [1.33, -0.57, -0.54], [-3.19, 0.97, -0.10], [-2.34, 2.13, -1.16], [-0.58, 2.05, -0.73], [-2.70, 3.13, -0.96], [-2.46, 1.83, -2.18]]}


(8)
{"formula": "C21H22CuN5O6", "method": "ωB97M-V/def2-TZVPD", "e_homo_ev": [-5.040, -5.038], "relative_energy_kj_mol": 25.63, "s_squared": 0.75, "total_charge": -1, "gap_ev": [7.76, 7.08], "spin_multiplicity": 2, "elements": ["Cu", "N", "N", "C", "O", "O", "H", "H", "H", "C", "N", "C", "C", "C", "O", "N", "C", "O", "H", "H", "H", "H", "H", "C", "C", "C", "C", "C", "C", "N", "C", "C", "C", "C", "C", "C", "C", "O", "O", "C", "C", "H", "H", "H", "H", "H", "H", "H", "H", "H", "H", "H", "H", "H", "H"], "positions_angstrom": [[0.43, -0.69, -0.58], [-1.10, -0.24, 1.06], [-0.72, -1.14, 2.08], [0.14, -2.20, 1.73], [0.21, -3.15, 2.50], [0.84, -2.05, 0.65], [-1.24, 0.68, 1.45], [-1.93, -0.59, 0.57], [-1.46, -1.46, 2.68], [-3.60, -3.89, -2.17], [-2.31, -3.30, -2.48], [-1.63, -3.61, -3.63], [-0.44, -3.08, -3.92], [0.18, -2.18, -2.95], [1.33, -1.78, -3.05], [-0.60, -1.80, -1.87], [-1.82, -2.32, -1.62], [-2.54, -1.98, -0.67], [-3.79, -4.69, -2.87], [-4.40, -3.14, -2.23], [-3.60, -4.28, -1.15], [-2.13, -4.32, -4.28], [0.09, -3.33, -4.82], [3.56, 8.90, -2.02], [3.13, 7.98, -0.90], [2.54, 8.53, 0.24], [2.12, 7.71, 1.27], [2.29, 6.34, 1.20], [2.90, 5.77, 0.07], [3.09, 4.40, -0.09], [2.93, 3.40, 0.87], [3.35, 3.58, 2.19], [3.26, 2.55, 3.12], [2.75, 1.32, 2.74], [2.33, 1.13, 1.44], [2.40, 2.15, 0.49], [1.92, 1.91, -0.93], [2.40, 2.57, -1.85], [0.99, 1.04, -1.08], [3.32, 6.60, -0.98], [3.96, 5.96, -2.19], [3.29, 9.93, -1.78], [3.07, 8.63, -2.96], [4.63, 8.86, -2.19], [2.39, 9.60, 0.30], [1.64, 8.13, 2.15], [1.93, 5.70, 1.99], [3.00, 4.02, -1.03], [3.79, 4.52, 2.48], [3.60, 2.72, 4.13], [2.68, 0.50, 3.45], [1.95, 0.16, 1.15], [4.72, 5.24, -1.88], [4.43, 6.69, -2.84], [3.23, 5.40, -2.78]]}


It is found that the molar mass values, taken in the order of the records, are 379.4 395.4 351.4 383.5 289.4 647.6 521.1 504.0 g mol⁻¹.